# 1
Below is the molecule C18H26F3N5O2, with properties calculated with ωB97M-V/def2-TZVPD.

Last column: Mulliken charge in e.
Element x y z (Å)
C  -4.005  2.962  -0.297  -0.866
N  -3.661  2.517  -1.620  -0.179
C  -2.416  2.225  -2.012  0.361
N  -1.407  2.399  -1.167  -0.569
C  -0.200  2.096  -1.651  0.409
N  0.852  2.331  -0.856  -0.138
C  2.167  1.807  -1.128  -1.160
C  2.356  0.446  -0.449  -0.310
O  2.201  0.642  0.940  -0.454
C  1.741  -0.456  1.730  1.224
C  1.885  0.024  3.178  -1.815
C  1.413  -1.064  4.140  0.585
C  -0.054  -1.386  3.864  -1.473
C  -0.201  -1.872  2.423  0.486
C  0.644  -3.129  2.220  -1.448
C  2.111  -2.805  2.500  0.559
C  2.261  -2.319  3.941  -1.479
C  2.587  -1.719  1.535  -1.459
C  0.266  -0.782  1.458  -1.202
N  0.030  1.621  -2.885  -0.445
C  -1.050  1.489  -3.625  0.675
O  -0.817  1.024  -4.872  -0.442
C  -1.943  0.791  -5.673  -0.625
C  -2.458  -0.641  -5.502  0.878
F  -1.601  -1.554  -5.971  -0.275
F  -2.711  -0.965  -4.232  -0.255
F  -3.607  -0.812  -6.181  -0.291
N  -2.288  1.775  -3.275  -0.400
H  -4.575  3.892  -0.346  0.285
H  -4.599  2.210  0.227  0.283
H  -3.077  3.131  0.243  0.336
H  -4.395  2.319  -2.282  0.249
H  0.639  2.520  0.113  0.307
H  2.905  2.511  -0.738  0.348
H  2.269  1.703  -2.208  0.460
H  1.609  -0.249  -0.846  0.338
H  3.358  0.055  -0.675  0.335
H  2.930  0.276  3.363  0.445
H  1.296  0.933  3.307  0.379
H  1.523  -0.707  5.170  0.235
H  -0.667  -0.495  4.021  0.478
H  -0.402  -2.159  4.553  0.505
H  -1.253  -2.102  2.220  0.286
H  0.531  -3.494  1.197  0.498
H  0.303  -3.918  2.895  0.503
H  2.719  -3.705  2.353  0.242
H  3.309  -2.098  4.153  0.470
H  1.937  -3.101  4.632  0.496
H  3.637  -1.480  1.719  0.500
H  2.496  -2.077  0.507  0.441
H  -0.331  0.124  1.586  0.506
H  0.133  -1.125  0.430  0.447
H  -2.757  1.476  -5.410  0.391
H  -1.636  0.915  -6.715  0.344

Values from the calculation:
**HOMO-LUMO gap**: 9.7 eV
**2S+1**: 1
**Structure (SMILES)**: CNc1nc(NCCO[C@]23C[C@H]4C[C@H](C[C@H](C4)C2)C3)nc(OCC(F)(F)F)n1
**Relative energy (zero: lowest compared OMol25 entry of this formula, charge and spin)**: 0.000 eV

***

# 2
Below is the molecule C18H26N2O3, with properties calculated with ωB97M-V/def2-TZVPD.

Last column: Mulliken charge in e.
Element x y z (Å)
C  6.150  0.863  0.176  -1.462
C  4.760  0.305  0.170  1.052
C  4.489  -0.917  0.770  -1.110
C  3.218  -1.461  0.780  -0.735
C  2.178  -0.767  0.176  0.804
N  0.864  -1.249  0.126  0.049
C  0.329  -2.329  0.739  -0.008
O  0.935  -3.149  1.392  -0.694
C  -1.175  -2.512  0.477  0.312
C  -1.394  -3.678  -0.500  -0.809
C  -2.653  -3.276  -1.265  -0.685
C  -2.490  -1.764  -1.400  -0.570
N  -1.834  -1.383  -0.161  0.113
C  -2.100  -0.257  0.549  0.676
O  -1.669  -0.071  1.664  -0.634
O  -2.837  0.601  -0.178  -0.420
C  -3.191  1.896  0.366  1.616
C  -1.930  2.714  0.641  -1.640
C  -4.021  2.547  -0.742  -1.770
C  -4.027  1.732  1.634  -1.662
C  2.439  0.460  -0.427  -0.706
C  3.712  1.004  -0.437  0.789
C  3.959  2.329  -1.093  -1.683
H  6.175  1.829  0.680  0.318
H  6.510  1.012  -0.842  0.321
H  6.831  0.189  0.689  0.372
H  5.293  -1.462  1.243  0.307
H  3.027  -2.408  1.255  0.555
H  0.210  -0.637  -0.343  -0.061
H  -1.637  -2.712  1.452  0.444
H  -0.545  -3.748  -1.182  0.353
H  -1.492  -4.625  0.023  0.332
H  -3.541  -3.504  -0.674  0.294
H  -2.735  -3.772  -2.229  0.394
H  -1.848  -1.515  -2.254  0.189
H  -3.434  -1.231  -1.507  0.333
H  -2.205  3.709  0.979  0.467
H  -1.335  2.803  -0.267  0.363
H  -1.332  2.233  1.411  0.373
H  -4.904  1.948  -0.949  0.403
H  -3.434  2.621  -1.654  0.402
H  -4.330  3.542  -0.437  0.427
H  -3.435  1.262  2.415  0.358
H  -4.899  1.113  1.430  0.368
H  -4.360  2.707  1.980  0.484
H  1.627  1.002  -0.894  0.339
H  3.039  2.732  -1.509  0.379
H  4.689  2.230  -1.896  0.329
H  4.355  3.044  -0.373  0.333

Values from the calculation:
**HOMO-LUMO gap**: 8.7 eV
**2S+1**: 1
**Structure (SMILES)**: Cc1ccc(NC(=O)[C@@H]2CCCN2C(=O)OC(C)(C)C)cc1C
**Relative energy (zero: lowest compared OMol25 entry of this formula, charge and spin)**: 0.000 eV

***

# 3
Below is the molecule C18H26N4O3S2 in a non-equilibrium geometry, with properties calculated with ωB97M-V/def2-TZVPD.

Last column: Mulliken charge in e.
Element x y z (Å)
C  -8.834  -0.161  0.738  -1.092
C  -7.400  0.033  0.442  0.707
N  -6.939  0.617  -0.594  -0.609
C  -5.578  0.661  -0.617  -0.193
C  -4.796  1.238  -1.616  -0.851
C  -3.424  1.199  -1.489  -0.594
C  -2.841  0.596  -0.381  -0.100
S  -1.064  0.549  -0.299  1.509
O  -0.683  0.032  0.995  -0.820
O  -0.513  1.800  -0.720  -0.717
N  -0.731  -0.547  -1.502  -0.147
C  -0.840  -1.963  -1.221  -0.743
C  0.500  -2.610  -0.825  0.608
O  1.016  -3.479  -1.499  -0.676
N  1.016  -2.115  0.309  0.057
C  2.321  -2.504  0.793  -0.966
C  3.486  -1.815  0.037  -1.159
N  3.647  -0.398  0.211  0.529
C  4.026  0.046  1.538  -0.770
C  5.364  0.791  1.475  -0.878
C  5.267  2.159  0.806  -0.694
C  4.610  2.123  -0.574  -0.774
C  3.098  1.910  -0.501  -1.067
C  2.681  0.434  -0.467  -0.657
C  -3.579  0.018  0.627  -0.087
C  -4.958  0.053  0.504  0.343
S  -6.171  -0.568  1.575  -0.251
H  -9.092  0.322  1.679  0.302
H  -9.429  0.265  -0.065  0.325
H  -9.058  -1.223  0.835  0.299
H  -5.278  1.701  -2.461  0.446
H  -2.775  1.639  -2.229  0.451
H  0.053  -0.283  -2.078  0.293
H  -1.561  -2.071  -0.408  0.374
H  -1.218  -2.477  -2.109  0.315
H  0.527  -1.362  0.780  0.362
H  2.368  -2.275  1.858  0.466
H  2.425  -3.583  0.646  0.409
H  3.354  -2.018  -1.029  0.526
H  4.413  -2.299  0.359  0.400
H  3.255  0.687  1.980  0.301
H  4.150  -0.822  2.193  0.538
H  5.755  0.917  2.488  0.385
H  6.065  0.167  0.917  0.276
H  4.700  2.837  1.449  0.289
H  6.277  2.567  0.710  0.350
H  4.805  3.079  -1.067  0.367
H  5.063  1.334  -1.175  0.334
H  2.708  2.420  0.381  0.285
H  2.611  2.367  -1.364  0.521
H  1.675  0.385  -0.017  0.395
H  2.610  0.055  -1.493  0.501
H  -3.084  -0.426  1.475  0.585

Values from the calculation:
**HOMO-LUMO gap**: 7.9 eV
**2S+1**: 1
**Structure (SMILES)**: Cc1nc2ccc(S(=O)(=O)NCC(=O)NCCN3CCCCCC3)cc2s1
**Relative energy (zero: lowest compared OMol25 entry of this formula, charge and spin)**: 0.738 eV

***

# 4
Below is the molecule C18H26N6O4, with properties calculated with ωB97M-V/def2-TZVPD.

Last column: Mulliken charge in e.
Element x y z (Å)
C  -2.205  2.520  -4.463  -1.168
C  -2.313  3.007  -3.057  0.811
N  -2.494  4.288  -2.789  -1.036
N  -2.498  4.362  -1.445  0.317
C  -2.335  3.165  -0.843  0.163
C  -2.278  3.000  0.636  -1.459
C  -2.203  2.248  -1.863  0.696
C  -2.034  0.773  -1.718  -1.391
C  -0.695  0.046  -1.559  0.977
O  -0.768  -1.174  -1.454  -0.764
N  0.519  0.665  -1.476  0.248
C  0.841  2.025  -1.904  -0.465
C  1.620  1.973  -3.213  0.403
O  1.363  2.665  -4.177  -0.667
N  2.602  1.041  -3.170  -0.088
C  2.932  0.412  -1.904  -1.093
C  1.684  -0.220  -1.295  -0.150
C  1.903  -0.482  0.202  0.188
O  2.727  0.144  0.852  -0.721
N  1.091  -1.422  0.717  -0.014
C  1.175  -1.827  2.097  0.088
C  0.091  -1.203  2.967  -0.686
C  0.246  -1.735  4.381  -0.757
C  0.050  -3.238  4.389  -0.567
N  0.825  -3.920  3.359  0.053
C  0.832  -5.368  3.459  -1.118
C  1.206  -3.356  2.177  0.336
O  1.606  -4.015  1.235  -0.683
H  -1.169  2.280  -4.708  0.187
H  -2.812  1.626  -4.620  0.338
H  -2.543  3.296  -5.146  0.382
H  -2.644  5.253  -1.006  0.164
H  -2.641  2.013  0.922  0.313
H  -1.257  3.098  1.010  0.269
H  -2.895  3.743  1.143  0.461
H  -2.598  0.420  -0.851  0.425
H  -2.494  0.265  -2.569  0.282
H  -0.052  2.611  -2.061  0.028
H  1.446  2.513  -1.134  0.273
H  3.200  0.947  -3.975  0.305
H  3.674  -0.366  -2.071  0.496
H  3.363  1.123  -1.199  0.321
H  1.457  -1.159  -1.799  0.672
H  0.440  -1.876  0.090  0.316
H  2.146  -1.478  2.459  0.220
H  0.189  -0.117  2.931  0.316
H  -0.896  -1.460  2.567  0.335
H  1.244  -1.488  4.755  0.371
H  -0.476  -1.281  5.060  0.351
H  0.343  -3.655  5.355  0.381
H  -1.014  -3.474  4.251  0.305
H  1.498  -5.774  2.705  0.347
H  1.174  -5.659  4.452  0.335
H  -0.170  -5.778  3.300  0.351

Values from the calculation:
**HOMO-LUMO gap**: 9.5 eV
**2S+1**: 1
**Structure (SMILES)**: Cc1n[nH]c(C)c1CC(=O)N1CC(=O)NC[C@H]1C(=O)N[C@H]1CCCN(C)C1=O
**Relative energy (zero: lowest compared OMol25 entry of this formula, charge and spin)**: 0.434 eV

***

# 5
Below is a structure of composition C18H27AuCl5NO4SSi in a non-equilibrium geometry, with properties calculated with ωB97M-V/def2-TZVPD.

Last column: Mulliken spin population.
Element x y z (Å)
Au  1.761  -0.436  -2.590  -0.014
C  -3.281  -2.184  0.248  0.000
C  -1.804  -2.330  0.082  -0.001
C  -1.143  -2.643  1.387  0.004
C  -1.465  -3.430  -0.902  0.000
O  -1.312  -1.107  -0.438  -0.039
Si  -0.797  0.329  0.075  -0.025
S  0.651  1.222  -1.302  0.781
O  -1.912  1.436  0.236  0.036
C  -2.638  2.402  -0.603  0.002
C  -2.718  1.744  -1.983  0.026
C  -1.889  3.728  -0.596  0.005
C  -4.082  2.487  -0.024  0.013
O  -0.131  0.017  1.524  0.056
C  0.356  0.910  2.544  0.003
C  1.307  0.200  3.456  0.001
C  1.073  2.074  1.874  0.018
C  -0.808  1.374  3.437  0.010
H  -3.641  -3.123  0.744  0.000
H  -3.786  -2.111  -0.730  0.000
H  -3.537  -1.335  0.885  0.000
H  -1.303  -3.706  1.610  0.000
H  -1.594  -2.065  2.222  0.000
H  -0.086  -2.372  1.367  -0.002
H  -1.931  -4.371  -0.603  0.000
H  -0.374  -3.608  -0.982  0.000
H  -1.779  -3.165  -1.927  0.000
H  -1.704  1.587  -2.397  0.006
H  -3.240  2.416  -2.720  0.000
H  -3.190  0.788  -1.958  -0.003
H  -0.877  3.589  -0.974  -0.001
H  -1.874  4.141  0.403  0.000
H  -2.386  4.482  -1.238  0.001
H  -4.516  1.474  -0.049  -0.003
H  -4.709  3.108  -0.666  0.001
H  -4.048  2.845  1.016  0.000
H  2.145  -0.196  2.880  0.001
H  0.891  -0.645  4.007  0.000
H  1.651  0.957  4.156  0.000
H  1.813  1.718  1.115  -0.008
H  1.537  2.695  2.653  0.000
H  0.327  2.689  1.330  -0.001
H  -1.220  0.488  3.953  0.000
H  -1.603  1.811  2.824  0.002
H  -0.428  2.061  4.179  -0.002
Cl  4.268  -0.299  -4.639  0.031
C  4.669  -0.961  -3.071  0.110
C  3.677  -1.072  -2.117  0.030
C  3.980  -1.510  -0.811  0.226
Cl  2.695  -1.774  0.314  0.105
C  5.310  -1.764  -0.449  0.078
Cl  5.682  -2.194  1.160  0.043
C  6.318  -1.663  -1.447  0.000
Cl  7.965  -1.834  -1.018  0.011
C  6.007  -1.252  -2.760  0.218
Cl  7.229  -0.991  -3.904  0.149
O  0.135  0.237  -4.647  0.082
N  0.358  -0.867  -4.134  0.053

Values from the calculation:
**HOMO-LUMO gap (spin up / spin down)**: 5.0 / 4.6 eV
**2S+1**: 3
**Total charge**: +2
**Relative energy (zero: lowest compared OMol25 entry of this formula, charge and spin)**: 0.000 eV

***

# 6
Below is a cluster of 2 separate species, C18H27BBr2FIN3O in total in a non-equilibrium geometry, with properties calculated with ωB97M-V/def2-TZVPD.

Last column: Mulliken charge in e.
Element x y z (Å)
C  0.675  -5.726  -2.281  -0.901
B  0.261  -4.538  -3.220  0.358
O  -0.364  -4.814  -4.378  -0.427
N  0.524  -3.105  -2.777  0.099
C  1.694  -2.440  -2.460  -0.364
I  3.565  -3.352  -2.523  0.263
C  1.383  -1.153  -2.145  0.449
C  2.188  0.033  -1.694  -0.397
Br  3.694  -0.406  -0.560  -0.011
C  2.596  0.981  -2.874  -0.048
C  2.282  0.440  -4.265  -1.184
Br  1.549  2.651  -2.676  -0.125
N  0.007  -1.085  -2.320  0.488
C  -0.840  0.107  -2.140  0.010
C  -1.355  0.666  -3.267  0.015
C  -2.153  1.782  -3.094  -0.918
C  -2.321  2.185  -1.801  -0.709
C  -1.724  1.564  -0.732  -0.118
N  -0.964  0.494  -0.903  -0.273
C  -0.484  -2.248  -2.681  0.490
F  -1.739  -2.454  -2.885  -0.227
H  1.320  -6.440  -2.792  0.312
H  1.138  -5.338  -1.373  0.352
H  -0.251  -6.251  -2.018  0.323
H  -0.169  -4.194  -5.094  0.325
H  1.513  0.617  -1.073  0.021
H  3.631  1.294  -2.799  0.597
H  2.785  1.096  -4.980  0.461
H  2.717  -0.552  -4.415  0.284
H  1.226  0.490  -4.518  0.258
H  -1.167  0.255  -4.248  0.420
H  -2.604  2.298  -3.928  0.473
H  -2.958  3.040  -1.602  0.413
H  -1.886  1.964  0.260  0.279
C  -0.983  1.141  6.894  -1.201
C  -0.433  2.216  5.961  -0.388
C  -1.362  2.534  4.790  -0.746
C  -1.623  1.367  3.837  -0.629
C  -0.374  0.755  3.204  -0.387
C  0.403  1.735  2.331  -0.857
H  -1.109  0.185  6.381  0.283
H  -0.301  0.976  7.729  0.383
H  -1.949  1.439  7.304  0.296
H  0.553  1.915  5.596  0.246
H  -0.279  3.132  6.537  0.377
H  -0.946  3.377  4.230  0.304
H  -2.322  2.881  5.182  0.411
H  -2.291  1.714  3.039  0.249
H  -2.172  0.581  4.363  0.356
H  -0.681  -0.096  2.587  0.284
H  0.284  0.350  3.977  0.338
H  -0.226  2.118  1.527  0.102
H  1.264  1.238  1.878  0.197
H  0.778  2.582  2.906  0.391

Values from the calculation:
**HOMO-LUMO gap**: 9.7 eV
**2S+1**: 1
**Total charge**: +1